1.
The following is a DFT calculation (ωB97M-V/def2-TZVPD) of a molecular structure, C23H33Br5ClF2KMgN5NaO10PS2.

Summary:
**M**: 1194.012 g mol⁻¹
**E**: -477612.975 eV
**Gap between HOMO and LUMO**: 3.8964 eV
**Max |F|**: 8.197 eV/A
**LUMO**: -0.019 hartree
**HOMO level**: -4.40 eV

ORCA input file:
```
! RIJCOSX wB97M-V def2-TZVPD def2/J DEFGRID3
* xyz -1 1
C 2.763 -0.827 1.017
C 2.831 -0.815 -0.529
C 2.358 0.497 -1.170
C 1.029 1.052 -0.635
C -0.269 0.515 -1.317
C -0.346 1.263 -2.619
N -0.347 1.798 -3.639
C -0.234 -0.998 -1.618
C 0.404 -1.454 -3.022
N 0.306 -2.659 -3.479
C -1.573 0.858 -0.436
C -1.290 2.203 0.175
N -1.008 3.238 0.582
C -2.892 1.096 -1.217
C -3.509 -0.031 -2.037
O -4.542 -0.528 -1.704
Br -2.739 -0.646 -3.712
P -1.826 -0.232 1.162
O -0.382 -0.792 1.581
Br -3.072 -2.124 0.761
H 2.592 -1.876 1.309
H 3.698 -0.535 1.549
H 1.937 -0.258 1.431
H 2.364 -1.721 -0.931
H 3.887 -0.929 -0.807
H 3.111 1.265 -0.949
H 2.315 0.462 -2.268
H 1.051 2.122 -0.894
H 0.958 1.010 0.451
H 0.284 -1.539 -0.826
H -1.313 -1.424 -1.627
H 1.001 -0.781 -3.637
H -0.240 -3.317 -2.791
H -2.781 1.973 -1.869
H -3.664 1.390 -0.494
H -0.460 -1.352 2.364
C -4.387 -1.265 5.246
N -4.517 -1.296 3.751
O -5.649 -1.297 3.268
O -3.504 -1.318 3.106
H -5.381 -1.247 5.681
H -3.850 -2.160 5.535
H -3.832 -0.366 5.500
K -2.972 -0.521 -5.965
Br -1.739 -3.005 -1.763
Na -5.490 -1.454 0.124
Br -3.327 -7.636 -4.003
C -2.663 -6.176 -5.104
C -2.831 -4.849 -4.418
Br -4.695 -4.245 -4.479
H -3.185 -6.238 -6.055
H -1.607 -6.389 -5.257
H -2.261 -4.079 -4.933
H -2.544 -4.861 -3.370
O 0.363 0.962 2.634
C 1.274 1.359 3.408
C 0.760 2.945 4.071
O 1.655 3.334 4.827
H 2.288 1.558 2.981
H 1.499 0.741 4.297
H -0.235 2.716 4.504
H 0.536 3.536 3.163
C 0.698 8.436 2.565
C 1.872 8.604 1.844
C 2.277 7.631 0.941
C 1.504 6.494 0.752
C 0.328 6.327 1.470
C -0.072 7.296 2.380
H 0.384 9.194 3.273
H 2.472 9.494 1.987
H 3.196 7.759 0.384
H 1.818 5.737 0.045
H -0.274 5.440 1.321
H -0.987 7.164 2.945
Mg -2.994 -1.542 7.596
N 4.589 -4.033 -2.288
S 5.271 -4.154 -0.861
O 6.325 -5.111 -0.743
O 4.425 -3.986 0.274
F 6.079 -2.781 -0.856
S 3.737 -5.297 -2.674
O 3.405 -5.326 -4.064
O 2.704 -5.690 -1.768
F 4.785 -6.499 -2.565
Cl 4.251 0.483 3.175
*
```

2.
The following is a DFT calculation (ωB97M-V/def2-TZVPD) of a molecular structure, C25H24ClNO2Zr.

Summary:
**M**: 497.149 g mol⁻¹
**E**: -45706.859 eV
**Gap between HOMO and LUMO**: 7.9007 eV
**Max |F|**: 1.653 eV/A
**LUMO**: 0.017 hartree
**HOMO level**: -7.44 eV

ORCA input file:
```
! RIJCOSX wB97M-V def2-TZVPD def2/J DEFGRID3
* xyz 0 1
C -2.618 -1.049 -0.197
C -1.841 -1.241 -1.389
C -1.394 0.048 -1.826
H -1.747 -2.176 -1.943
C -1.828 1.028 -0.861
C -2.616 0.347 0.120
H -3.221 0.823 0.893
H -3.188 -1.818 0.321
H -0.939 0.258 -2.795
H -1.709 2.112 -0.940
Zr -0.173 -0.430 0.211
Cl 0.118 -2.730 0.722
C 2.419 0.130 0.570
C 1.742 1.309 0.130
C 1.245 1.064 -1.188
H 1.715 2.262 0.657
C 1.581 -0.289 -1.545
C 2.317 -0.857 -0.452
H 2.785 -1.837 -0.430
H 2.981 0.029 1.495
H 0.808 1.821 -1.839
H 1.433 -0.757 -2.519
C 4.065 1.461 4.281
C 3.050 0.348 4.289
C 3.466 -0.936 3.936
C 2.569 -2.005 3.872
C 1.229 -1.772 4.131
C 0.792 -0.488 4.500
N -0.561 -0.382 4.797
C -1.423 0.718 4.788
C -2.412 0.787 5.783
C -3.231 1.902 5.889
C -3.129 2.941 4.956
C -2.216 2.840 3.905
C -1.398 1.717 3.792
C -0.445 1.605 2.652
O 0.323 2.535 2.397
O -0.489 0.466 1.973
C 1.714 0.574 4.666
C 1.333 1.897 5.233
H 3.782 2.263 3.586
H 4.188 1.900 5.278
H 5.035 1.065 3.960
H 4.525 -1.099 3.712
H 2.910 -3.006 3.611
H 0.486 -2.567 4.047
H -1.030 -1.255 5.033
H -2.500 -0.043 6.492
H -3.959 1.975 6.701
H -3.759 3.827 5.050
H -2.108 3.612 3.150
H 1.156 2.622 4.430
H 0.442 1.855 5.865
H 2.153 2.299 5.840
*
```